{"formula": "C24H27N4S3V", "method": "wB97M-V/def2-TZVPD", "charge": 4, "gap_ev": 3.24, "elements": ["V", "S", "S", "S", "N", "N", "N", "N", "C", "C", "C", "C", "C", "C", "C", "C", "C", "C", "C", "C", "C", "C", "C", "C", "C", "C", "C", "C", "C", "C", "C", "C", "H", "H", "H", "H", "H", "H", "H", "H", "H", "H", "H", "H", "H", "H", "H", "H", "H", "H", "H", "H", "H", "H", "H", "H", "H", "H", "H"], "xyz": [[2.065, 0.765, 2.479], [-0.206, 0.632, 2.036], [2.355, 0.235, 0.259], [2.460, -1.047, 3.643], [2.071, -1.153, 6.298], [4.119, -1.894, 5.538], [-1.412, -0.933, 0.258], [0.664, -0.586, -1.606], [0.972, -0.582, -6.288], [1.774, -0.607, -2.612], [1.295, -0.157, -3.951], [0.788, 1.137, -4.112], [-0.711, -0.925, -2.080], [0.815, -0.272, -0.372], [-6.047, -1.109, -0.464], [-0.354, -0.281, 0.564], [-4.908, -1.508, 0.219], [1.717, 2.931, 2.795], [1.391, -1.015, -5.039], [0.449, 0.696, -6.443], [-5.035, 1.036, -0.921], [-3.903, 0.646, -0.232], [3.606, 1.934, 3.643], [2.939, -1.366, 5.341], [0.367, 1.562, -5.358], [-6.105, 0.155, -1.042], [2.319, 2.412, 3.978], [2.662, 2.806, 1.732], [-3.842, -0.627, 0.340], [-2.630, -1.040, 1.120], [-1.426, -1.704, -1.014], [3.814, 2.166, 2.251], [4.344, 1.545, 4.330], [2.582, 0.025, -2.235], [0.751, 1.826, -3.270], [0.107, 1.022, -7.416], [1.056, -1.240, -7.142], [-2.464, -1.863, -1.300], [-5.101, 2.031, -1.340], [-1.226, 0.007, -2.316], [4.741, -2.117, 4.771], [-6.992, 0.459, -1.582], [0.001, 2.570, -5.497], [-4.860, -2.499, 0.658], [-2.697, -2.088, 1.423], [4.431, -2.175, 6.464], [-3.079, 1.351, -0.120], [-2.484, -0.428, 2.009], [-6.889, -1.782, -0.541], [-0.620, -1.492, -3.006], [2.143, -1.635, -2.638], [0.771, 3.453, 2.739], [1.802, -2.012, -4.921], [2.549, 3.205, 0.735], [1.889, 2.447, 4.971], [2.260, -1.433, 7.258], [1.158, -0.764, 6.117], [-0.964, -2.675, -0.813], [4.723, 1.956, 1.702]], "mulliken_charge": [-0.1515, -0.0761, 0.0452, -0.2322, -0.3486, -0.3471, 0.0874, 0.1817, -0.7101, -0.6148, 0.2393, -0.1168, -0.6457, 0.5888, -0.6919, 0.5830, -0.2995, -0.6773, -0.3349, -0.4563, -0.8184, 0.0351, -0.4234, 0.9461, -0.7435, -0.4678, -0.2788, -0.0913, 0.4181, -0.9334, -0.8525, -0.4940, 0.6292, 0.5067, 0.4191, 0.4391, 0.4360, 0.4860, 0.4386, 0.4135, 0.2382, 0.4338, 0.4348, 0.3941, 0.3661, 0.2609, 0.3905, 0.4535, 0.4331, 0.6116, 0.3825, 0.6646, 0.4003, 0.6088, 0.5650, 0.2574, 0.2058, 0.3210, 0.4911]}

***

{"formula": "C24H27NO5S", "method": "wB97M-V/def2-TZVPD", "gap_ev": 8.77, "de_lowest_kcal_mol": 31.45, "elements": ["S", "O", "O", "O", "O", "O", "N", "C", "C", "C", "C", "C", "C", "C", "C", "C", "C", "C", "C", "C", "C", "C", "C", "C", "C", "C", "C", "C", "C", "C", "C", "H", "H", "H", "H", "H", "H", "H", "H", "H", "H", "H", "H", "H", "H", "H", "H", "H", "H", "H", "H", "H", "H", "H", "H", "H", "H", "H"], "xyz": [[1.627, 0.251, -0.755], [-0.275, 4.405, 3.254], [-1.477, -3.301, 2.012], [0.750, -3.408, 0.706], [0.701, 2.542, 0.382], [2.301, -0.726, -1.612], [-0.489, 2.207, 2.716], [-1.077, -0.550, -5.106], [-1.434, 0.613, -4.437], [-0.961, 1.726, 3.989], [-0.468, -1.570, -4.382], [1.570, 4.275, -0.709], [-0.215, -1.433, -3.033], [1.047, 4.738, 0.521], [-0.741, -1.363, 3.292], [-0.106, 3.483, 2.481], [1.660, 1.854, -1.711], [-1.344, -0.718, -6.570], [-0.563, -0.261, -2.367], [0.528, 3.644, 1.158], [1.333, 2.929, -0.746], [-1.175, 0.761, -3.086], [1.970, -3.580, 0.017], [1.639, -1.467, 1.881], [0.005, 0.674, 4.559], [0.658, -2.407, 1.619], [-0.560, -2.348, 2.339], [0.253, -0.419, 3.554], [-0.208, -0.090, -0.940], [1.431, -0.477, 2.835], [-2.691, -3.332, 2.718], [0.955, 1.784, -2.541], [1.052, 5.741, 0.894], [-3.246, -4.175, 2.311], [0.257, -2.234, -2.485], [2.795, -3.767, 0.711], [-1.472, 1.671, -2.581], [2.666, 1.966, -2.111], [-2.530, -3.489, 3.790], [-1.658, -1.317, 3.858], [-0.429, 0.262, 5.472], [-1.811, 0.171, -6.987], [-1.955, 1.284, 3.858], [-1.917, 1.415, -4.976], [-0.189, -2.483, -4.889], [-0.220, 1.492, 2.055], [1.824, -4.457, -0.611], [2.213, 0.245, 3.018], [2.211, -2.717, -0.612], [-0.364, -1.003, -0.366], [0.948, 1.158, 4.813], [-0.719, 0.743, -0.465], [-1.038, 2.588, 4.654], [-0.414, -0.907, -7.105], [-3.270, -2.414, 2.569], [2.055, 4.860, -1.463], [2.575, -1.497, 1.350], [-2.003, -1.569, -6.739]], "nbo_charge": [1.2741, -0.6147, -0.4822, -0.5018, -0.4316, -0.9911, -0.6122, -0.0119, -0.2222, -0.2142, -0.1989, -0.3016, -0.2004, -0.2262, -0.3064, 0.6264, -0.6559, -0.6270, 0.0167, 0.1545, 0.2846, -0.2275, -0.2734, -0.3150, -0.4234, 0.3168, 0.2580, -0.0328, -0.6250, -0.2299, -0.2501, 0.2555, 0.2437, 0.2028, 0.2233, 0.1727, 0.2089, 0.2583, 0.1756, 0.2171, 0.2166, 0.2137, 0.1876, 0.2095, 0.2094, 0.4100, 0.1969, 0.2158, 0.2136, 0.2437, 0.2164, 0.2355, 0.2377, 0.2208, 0.1733, 0.2317, 0.2334, 0.2206]}

***

{"formula": "C24H27NO5S2", "method": "wB97M-V/def2-TZVPD", "gap_ev": 2.94, "de_lowest_kcal_mol": 12.17, "elements": ["S", "S", "O", "O", "O", "O", "O", "N", "C", "C", "C", "C", "C", "C", "C", "C", "C", "C", "C", "C", "C", "C", "C", "C", "C", "C", "C", "C", "C", "C", "C", "C", "H", "H", "H", "H", "H", "H", "H", "H", "H", "H", "H", "H", "H", "H", "H", "H", "H", "H", "H", "H", "H", "H", "H", "H", "H", "H", "H"], "xyz": [[4.057, -7.262, 0.345], [4.736, -4.927, 2.193], [3.443, -4.956, 2.842], [5.036, -7.961, -0.458], [5.275, -5.047, -0.447], [3.670, -7.759, 1.647], [5.527, -3.708, 2.146], [-0.678, -2.102, 0.778], [6.107, -7.872, 4.660], [0.093, 1.626, 2.951], [2.586, -7.082, -0.650], [-1.950, -1.446, 1.099], [0.375, -6.323, -2.115], [1.009, 3.946, 2.719], [-0.763, -3.470, 0.271], [7.114, -6.318, 2.562], [7.923, -7.275, 3.178], [1.584, -6.594, -2.768], [1.381, -6.878, 0.016], [0.659, -0.168, 1.391], [5.171, -3.607, -0.869], [5.286, -6.927, 4.039], [5.797, -6.151, 2.998], [0.884, 2.533, 2.234], [1.451, 0.764, 0.669], [7.428, -8.045, 4.236], [0.499, -1.521, 0.891], [-0.004, 0.299, 2.560], [4.489, -5.516, 0.511], [1.550, 2.086, 1.082], [2.699, -6.999, -2.036], [0.272, -6.486, -0.728], [2.154, 2.801, 0.520], [4.130, -3.418, -1.152], [5.495, -2.983, -0.035], [-0.441, -3.514, -0.777], [1.945, 0.427, -0.244], [7.489, -5.721, 1.732], [-0.118, -4.133, 0.859], [-0.672, -6.311, -0.211], [-0.435, 1.969, 3.845], [1.353, -2.050, 0.447], [8.944, -7.415, 2.822], [4.250, -6.802, 4.345], [-1.800, -3.802, 0.342], [1.473, 3.981, 3.715], [5.696, -8.480, 5.467], [1.336, -7.020, 1.095], [-0.493, -5.987, -2.687], [1.667, -6.487, -3.849], [-2.122, -1.423, 2.184], [-2.740, -2.048, 0.638], [-0.599, -0.396, 3.156], [-1.993, -0.421, 0.704], [8.065, -8.792, 4.718], [3.644, -7.250, -2.516], [1.628, 4.536, 2.038], [5.849, -3.536, -1.719], [0.027, 4.430, 2.811]], "nbo_charge": [2.1323, 2.1134, -0.9749, -0.9511, -0.5675, -0.9615, -0.9813, -0.2582, -0.2190, -0.2222, -0.1964, -0.4283, -0.2458, -0.6439, -0.4386, -0.2266, -0.2182, -0.2139, -0.2252, -0.1137, -0.2485, -0.2140, -0.2074, 0.0570, -0.1428, -0.2160, 0.2659, -0.1595, -0.6349, -0.2226, -0.2306, -0.2452, 0.2315, 0.1535, 0.2093, 0.2468, 0.2286, 0.2319, 0.2650, 0.1928, 0.2283, 0.2505, 0.2096, 0.2386, 0.2233, 0.2397, 0.2072, 0.2503, 0.2026, 0.2124, 0.2308, 0.2295, 0.2168, 0.2421, 0.2073, 0.2485, 0.2258, 0.1830, 0.2336]}

***

Which formula does entry 3 have?
C24H27NO5S2